The following is a quantum chemistry calculation of C12H25ClNO2P2Pt as an isolated structure in a non-equilibrium geometry, from OMol25.

Geometry as XYZ:
```
44
C12H25ClNO2P2Pt | OMol25 | the ωB97M-V functional and the def2-TZVPD basis
Pt 0.76819 -0.16096 0.67562
P -0.86913 -1.61245 1.51513
C -2.29413 -0.81084 0.82729
C -2.17807 0.50935 0.34335
N -0.90831 1.09967 0.32544
C -0.71864 2.41081 0.09990
C -1.80929 3.26033 -0.04305
C -3.08403 2.71845 -0.17546
C -3.26323 1.35552 -0.05588
C 0.71331 2.89454 0.03328
P 1.89154 1.54711 -0.34303
H -4.22432 0.86774 -0.26021
H -1.62428 4.33408 -0.11500
H -3.94080 3.37371 -0.33452
H 0.83810 3.67876 -0.71268
H 1.01911 3.29619 1.00289
H -2.21368 -3.53060 -3.36752
H -3.23209 -1.31173 0.69605
H 0.32520 -2.11441 -2.64944
O -1.86887 -2.59420 -3.47129
H -2.64415 -2.00718 -3.44291
H 0.03184 -0.41292 -0.71918
O 1.02051 -1.80134 -2.05235
H 0.93808 -2.45103 -1.32576
C 1.94323 1.50993 -2.14914
H 2.29641 2.46635 -2.55496
H 2.62409 0.71394 -2.46342
H 0.94982 1.29682 -2.55414
C 3.57947 2.03994 0.11356
H 4.25858 1.17295 0.05909
H 3.94194 2.82090 -0.57544
H 3.56110 2.43305 1.13997
C -1.08272 -1.50980 3.29074
H -1.98024 -2.08362 3.55806
H -0.22741 -1.89198 3.85135
H -1.24347 -0.45778 3.55993
C -0.57600 -3.35846 1.10129
H 0.39659 -3.71098 1.49636
H -1.38328 -3.97770 1.52918
H -0.57531 -3.52060 0.00730
Cl 2.96424 -2.66477 0.01462
C 2.39245 -1.31226 1.04112
H 2.20067 -1.81533 1.99112
H 3.28698 -0.68918 1.09274
```

Computed properties:
HOMO energy (spin up / spin down) = -16.869 / -19.324 eV
gap between HOMO and LUMO (spin up / spin down) = 7.08 / 4.44 eV
charge = +3
E_tot = -1938.44031 Ha
<S²> = 6.056
multiplicity = 5
energy relative to the best compared isomer or geometry (same formula, charge and spin) = 0.000 eV

The following is a quantum chemistry calculation of CHN4 as an isolated structure in a non-equilibrium geometry, from OMol25.

Geometry as XYZ:
```
6
CHN4 | OMol25 | the ωB97M-V functional and the def2-TZVPD basis
C 0.73268 -0.14025 -0.32276
N -0.91466 0.53013 1.20885
N -0.13810 -1.28288 -0.44085
N -0.13115 0.89913 0.05453
N -1.31962 0.03792 0.08253
H 1.77085 -0.04406 -0.58229
```

Computed properties:
HOMO energy = -2.288 eV
gap between HOMO and LUMO = 7.28 eV
charge = -1
E_tot = -257.53142 Ha
energy relative to the best compared isomer or geometry (same formula, charge and spin) = 6.923 eV

The following is a quantum chemistry calculation of C5H10NP as an isolated structure in a non-equilibrium geometry, from OMol25.

Geometry as XYZ:
```
17
C5H10NP | OMol25 | the ωB97M-V functional and the def2-TZVPD basis
C -0.72696 0.53830 -0.91704
C 0.69567 1.04478 -0.90859
C 0.89632 1.21516 0.65029
C 0.53490 -0.13955 1.25862
C -0.56873 -1.76465 0.09282
N -0.75561 -0.47254 0.64668
P -1.99450 0.97114 -1.85506
H 1.38704 0.22928 -1.24524
H 0.90122 1.87976 -1.57672
H 2.00014 1.48930 0.77112
H 0.27971 2.05153 1.06077
H 1.29547 -0.88023 1.08880
H 0.48846 -0.06774 2.39794
H -0.31550 -2.53966 0.81226
H -1.39192 -2.02650 -0.46838
H 0.38486 -1.63543 -0.46847
H -3.11055 0.10706 -1.33980
```

Computed properties:
HOMO energy = -8.804 eV
gap between HOMO and LUMO = 9.24 eV
charge = 0
E_tot = -592.48777 Ha
energy relative to the best compared isomer or geometry (same formula, charge and spin) = 2.495 eV

The following is a quantum chemistry calculation of C22H25ClHoN2PS as an isolated structure in a non-equilibrium geometry, from OMol25.

Geometry as XYZ:
```
53
C22H25ClHoN2PS | OMol25 | the ωB97M-V functional and the def2-TZVPD basis
Ho -0.09625 0.56086 1.63837
Cl 0.18169 1.87254 3.67426
P 0.02505 0.51655 -1.06739
C -1.38525 -0.25614 -1.89238
C -1.17303 -1.07422 -3.00841
C -2.26854 -1.64509 -3.65255
C -3.55302 -1.48684 -3.12323
C -3.75401 -0.76301 -1.94446
C -2.67385 -0.14411 -1.32648
C -0.14860 2.34379 -1.29986
C 0.65876 3.21978 -0.54199
C 0.45795 4.60472 -0.63314
C -0.54814 5.10682 -1.46839
C -1.36636 4.23493 -2.19794
C -1.16036 2.85658 -2.12492
C 1.57255 0.08764 -1.89622
C 2.61277 -0.51865 -1.15854
C 3.88572 -0.61489 -1.72083
C 4.09037 -0.21813 -3.04449
C 3.03962 0.31260 -3.80022
C 1.78809 0.50330 -3.21607
H 1.44459 2.82503 0.12342
H 1.08590 5.30499 -0.06526
H -0.69009 6.18583 -1.56025
H -2.15582 4.62758 -2.84006
H -1.78677 2.15349 -2.67798
H -0.14679 -1.24202 -3.34417
H -2.10971 -2.21808 -4.56579
H -4.40190 -1.94778 -3.62562
H -4.76129 -0.68079 -1.52345
H -2.83076 0.42253 -0.40184
H 2.41619 -0.90162 -0.14769
H 4.72721 -0.99947 -1.13160
H 5.07724 -0.33082 -3.48762
H 3.18986 0.59332 -4.83742
H 0.96910 0.97505 -3.76566
H -0.12705 -5.17229 -4.05038
H 0.62144 -5.13218 -4.01364
S 0.00863 -2.01123 1.74056
C -0.04685 -1.82453 3.51277
N -1.21477 -1.76347 4.17915
C -1.32158 -1.64100 5.63915
C -0.06722 -0.97954 6.20695
C 1.21591 -1.56433 5.64550
N 1.10510 -1.84793 4.20375
H -2.01334 -2.14068 3.67067
H -1.48129 -2.63586 6.08443
H -2.21270 -1.05300 5.89220
H -0.08557 -1.15840 7.28613
H -0.09601 0.10748 6.04921
H 1.52086 -2.47985 6.16680
H 2.04928 -0.87307 5.78599
H 1.93303 -2.09638 3.65664
```

Computed properties:
HOMO energy (spin up / spin down) = -14.436 / -14.435 eV
gap between HOMO and LUMO (spin up / spin down) = 6.97 / 7.17 eV
charge = +2
E_tot = -3110.16905 Ha
<S²> = 6.005
multiplicity = 5